No. 1
11 unconnected molecules or ions with the total composition C38H55N13O2 in a non-equilibrium geometry. Source: the Open Molecules 2025 dataset; level of theory: wB97M-V/def2-TZVPD.

Output
Largest force on an atom   7.27 eV Å⁻¹
Highest occupied orbital energy   -7.70 eV
Net charge   0

Geometry as XYZ:
```
108
Properties=species:S:1:pos:R:3:lowdin_charge:R:1
H -0.92144 5.21282 1.92481 0.13
C 3.39739 -3.80659 1.74800 -0.16
C 3.89656 -1.01168 -4.19930 -0.11
H 0.51881 -7.37137 -3.42731 0.14
N -0.25107 -6.80784 -3.09595 0.01
H 2.05871 1.21824 3.23520 0.10
H -0.15330 -2.02701 -1.92972 0.07
N -1.96126 2.97179 -3.21180 0.04
H 3.96229 -3.99409 -1.46814 0.10
H -3.39392 -5.89364 -2.51844 0.09
H 3.38413 2.28470 -4.30074 0.10
H -2.82392 2.61723 -2.82426 0.10
H 2.01526 2.47195 -0.11955 0.10
C 0.76875 -2.21184 -1.37858 -0.10
N 1.30673 1.95245 5.36686 0.18
N 3.63662 1.40105 0.74169 0.04
H -1.58647 -4.03100 -1.94007 0.08
H 1.50494 -2.25506 -2.18124 0.07
N -0.77674 4.21424 1.96965 0.20
C 3.52149 1.22292 -4.15879 -0.15
O -0.01227 2.38705 0.89782 -0.03
H 0.88321 2.08151 2.31057 0.04
O -0.15045 3.25003 4.25124 0.02
H 3.10867 0.83740 1.39258 0.12
C -4.96725 1.08972 2.63637 -0.12
C -2.31898 -5.97220 -2.58724 -0.10
C -4.97351 3.17032 -1.59739 -0.12
H -2.91206 -1.21219 4.51126 0.09
H 2.24415 -5.90805 -0.44486 0.10
H 0.29179 0.04148 1.25151 0.07
H -0.94535 1.32843 -2.35941 0.10
H 1.10037 -3.07417 4.85581 0.10
H 2.04227 1.26684 5.27189 0.11
C -1.87919 -1.52217 4.45210 -0.07
H 1.20207 2.28238 -3.65030 0.06
N 0.32088 -1.33793 3.96501 -0.02
C -1.26555 -0.61399 0.20502 -0.18
H 0.70170 -3.21414 -0.95551 0.06
C 3.87607 -0.49384 -2.90677 -0.17
H 2.09277 -1.20902 -0.07577 0.09
C -0.09024 -5.52785 -2.58708 -0.14
C 0.74992 2.41991 4.25579 -0.71
C -3.62994 1.31747 2.59964 -0.16
N 1.25535 1.83005 3.21522 0.18
C 0.21698 2.72356 -3.68740 -0.10
H 4.15979 -0.97631 -1.98313 0.10
N -2.38174 -0.45436 -0.11367 0.19
C -1.34288 -5.01367 -2.31613 -0.13
C 1.08656 -1.03756 -0.45818 -0.24
C 4.09957 2.89425 -0.79039 -0.13
C 5.29047 2.24081 -0.39837 -0.12
C 3.08036 2.29318 -0.11874 -0.14
H 0.17092 -1.66105 1.38235 0.11
H 0.94926 2.25269 6.26251 0.12
C -5.62197 2.70291 -2.73645 -0.13
N -4.52769 0.99879 -1.79086 0.00
C -0.94097 -0.74736 3.78238 -0.14
H -4.90148 4.19268 -1.25680 0.09
C -0.54220 3.50378 0.92485 -0.77
C -4.33120 2.06940 -0.99498 -0.17
C -1.14206 -2.60400 5.03437 -0.11
H -5.52123 0.56979 -3.61674 0.10
H 3.96520 3.66273 -1.53725 0.11
C -5.47877 1.32831 3.94462 -0.10
H -2.44796 2.33135 4.05253 0.11
C 4.98733 1.29603 0.46683 -0.14
C 3.63966 0.09087 -5.00909 -0.11
H 1.03097 -0.08762 -0.98979 0.10
C 0.09220 -0.85057 0.65777 -0.21
H 0.88393 -5.07021 -2.49787 0.09
H -3.70270 1.96768 -0.12261 0.08
H -1.92732 -8.04156 -3.42069 0.10
C 2.73543 -5.09161 0.06355 -0.11
H -4.19123 0.05146 -1.69353 0.11
H -2.34188 4.55997 -4.58670 0.11
H 3.39587 -3.37615 2.73851 0.10
C -4.42145 1.82636 4.68226 -0.12
C -0.30800 3.79826 -4.44400 -0.11
H 3.80349 1.43956 -2.04564 0.07
H 3.50193 0.14967 -6.07866 0.09
H 3.99595 -2.05260 -4.46950 0.09
H 5.57835 0.58915 1.03022 0.11
N -0.99342 4.01399 -0.12840 0.21
H 4.62141 -2.44016 0.63377 0.09
H 0.32479 4.39267 -5.08639 0.09
H -5.46756 0.89336 1.69960 0.09
H -0.54448 3.68078 2.79522 0.02
H -0.82071 3.54155 -1.00423 0.09
N 2.65275 -4.89522 1.42611 0.02
C 3.98746 -3.31413 0.60746 -0.16
C 3.59363 -4.06974 -0.45583 -0.11
C 0.18711 -2.52212 4.68968 -0.13
H -4.34716 2.33975 5.62952 0.10
N -3.30747 1.85204 3.82535 0.01
H -0.99314 0.16647 3.20916 0.08
H -6.18127 3.28039 -3.45762 0.09
C -5.28747 1.35755 -2.91588 -0.11
N 3.75897 0.85859 -2.87062 0.04
H -6.48871 1.31728 4.32710 0.09
C -1.60820 3.91677 -4.12365 -0.16
H -1.54443 -3.36878 5.68214 0.09
C -1.60852 -7.07396 -3.06220 -0.14
H -2.87730 1.22585 1.83052 0.07
H 1.21114 -1.08388 3.56127 0.11
H 2.15546 -5.51110 2.05340 0.15
H -1.30488 4.97414 -0.16313 0.13
H 6.30484 2.42317 -0.72120 0.11
C -0.84214 2.20190 -2.98615 -0.16
```

No. 2
2 unconnected molecules or ions with the total composition C8H13Br2F6N4OP in a non-equilibrium geometry. Source: the Open Molecules 2025 dataset; level of theory: wB97M-V/def2-TZVPD.

Output
Largest force on an atom   1.19 eV Å⁻¹
Highest occupied orbital energy   -10.06 eV
Net charge   0

Geometry as XYZ:
```
35
Properties=species:S:1:pos:R:3:lowdin_charge:R:1
F 3.45994 1.48413 2.86342 -0.29
F 1.70682 2.61940 3.63680 -0.25
N -3.88138 -1.71139 -2.04907 0.11
H 1.94818 0.22575 -2.09401 0.11
H 1.68162 -1.18442 -1.14147 0.12
H -0.60011 1.27267 0.53491 0.10
C 1.18342 -0.51540 -1.85064 -0.18
H -2.20311 -2.87196 -1.58057 0.12
C 0.22926 0.64446 0.20324 -0.67
N -1.24206 -0.65130 -1.28489 -0.03
H -4.63839 -0.02250 -1.11396 0.12
C -0.01984 0.20023 -1.23366 -0.31
F 4.71084 3.82368 3.66241 -0.19
H -1.71816 -3.57483 -0.02566 0.15
H 0.39297 -0.25112 2.16673 0.14
Br 1.79406 1.71798 0.43561 0.96
C -3.78291 -0.57837 -1.50713 -0.19
H -0.24085 1.08526 -1.83398 0.16
C -2.46812 0.15473 -1.41284 -0.11
H -4.84601 -2.03438 -2.09172 0.08
H -2.52458 0.92171 -0.63098 0.13
H -2.35482 0.67474 -2.37051 0.14
C 0.92729 -1.29987 -3.11368 -0.80
F 2.87697 3.85946 4.96913 -0.19
C -1.23519 -1.65589 -0.33556 -0.32
P 3.35195 2.92069 3.71588 0.33
H -1.49923 -1.37916 1.59512 0.16
O -0.09093 -1.49973 -3.67475 0.06
N -0.73869 -1.52554 0.93963 0.09
H 1.30503 -1.08088 0.93424 0.12
C 0.36764 -0.55753 1.12331 -0.19
F 4.12844 2.00959 4.84039 -0.20
F 3.13240 3.62556 2.21294 -0.28
N -1.70688 -2.81320 -0.68903 0.29
Br 2.59443 -2.03258 -3.79966 0.73
```

No. 3
5 unconnected molecules or ions with the total composition C20H33NO8PS in a non-equilibrium geometry. Source: the Open Molecules 2025 dataset; level of theory: wB97M-V/def2-TZVPD.

Output
Largest force on an atom   3.58 eV Å⁻¹
Highest occupied orbital energy   -11.73 eV
Net charge   +1

Geometry as XYZ:
```
64
Properties=species:S:1:pos:R:3:lowdin_charge:R:1
S 2.62696 -3.30448 -2.19476 0.16
C 0.48284 -0.24423 2.50636 -0.14
H -4.38785 -0.29597 -0.19490 0.13
C -1.37023 -1.41521 1.86215 -0.49
H -1.30981 4.20149 -1.16809 0.12
H -5.26264 2.32648 -1.46926 0.12
C -4.27318 0.77922 -0.35304 -0.09
C -2.29913 -1.48451 -2.60294 -0.08
C -4.18043 1.46233 0.98643 -0.47
H -6.98597 2.58910 0.14327 0.13
C -1.73539 -0.24878 -3.45259 -0.10
H 6.62154 -2.86869 -1.24186 0.12
C 7.64636 -3.29253 0.59853 -0.08
C -0.91287 -2.07269 -2.07161 -0.09
H -2.14610 0.75859 -3.18256 0.13
H 8.55066 -3.39768 0.00318 0.13
C 5.46508 -2.39087 0.50401 -0.18
O -3.21399 1.47840 1.69432 0.12
H 4.75742 -1.88218 -0.15147 0.09
H -2.68882 -2.18444 -3.37552 0.12
O -5.36466 2.02887 1.30926 0.05
C -1.38854 -1.40008 3.36717 -0.07
H -0.95261 -1.82848 -0.96628 0.12
C -1.32852 4.03138 1.02353 -0.07
H 0.87054 0.75050 2.28646 0.12
H 7.61055 -4.05427 1.37979 0.14
O -0.30847 -0.71237 1.39666 0.00
H 4.90820 -2.92278 1.28074 0.13
H -1.59317 5.08879 1.08941 0.14
C 7.57642 -1.92955 1.23987 -0.48
C -0.81811 3.66125 -0.35764 -0.17
O 1.00020 3.69896 1.11846 0.02
C -0.12140 3.77021 1.88737 -0.48
P 2.06506 -1.54898 -2.86557 0.39
H 5.98421 -4.30050 -0.42913 0.12
C 0.19452 -1.30077 -2.81602 -0.29
H -0.96601 2.58909 -0.52803 0.10
H -0.99675 -2.35064 3.73623 0.14
C 0.66240 3.96407 -0.24834 -0.17
C 6.39676 -3.30491 -0.26476 -0.17
H 0.35804 0.33254 -4.07646 0.17
H -0.78806 -3.18722 -2.03604 0.14
H -2.00870 -0.57053 -4.49703 0.14
O 8.47029 -1.36683 1.79912 0.13
H -2.16645 3.40646 1.32345 0.10
N -0.23701 -0.29507 -3.53775 0.08
H 0.89042 5.01039 -0.46772 0.13
H 0.04938 -0.33533 4.64600 0.13
H -2.39503 -1.22819 3.74304 0.13
H 1.32410 -0.92847 2.64686 0.13
H 2.44110 -1.36171 -4.24417 0.00
O -2.15531 -1.99198 1.15139 0.09
H 1.26228 3.32890 -0.90140 0.12
C -0.46107 -0.23939 3.68849 -0.14
O 6.31726 -1.42493 1.13283 0.02
H -6.05122 0.75721 -1.64784 0.12
H -3.39229 0.98694 -0.95956 0.10
C -6.33539 1.72856 0.29271 -0.14
H -3.08038 -1.18635 -1.87523 0.10
H -1.03144 0.69262 3.70330 0.12
O -0.11405 3.67051 3.07888 0.14
H -6.94051 0.88271 0.62852 0.13
C -5.52510 1.40345 -0.94495 -0.15
H 2.75407 -0.52742 -2.12531 0.00
```

No. 4
3 unconnected molecules or ions with the total composition C6H10O. Source: the Open Molecules 2025 dataset; level of theory: wB97M-V/def2-TZVPD.

Output
ΔE to the lowest compared entry with this formula, charge and spin   93.0 kcal/mol
Largest force on an atom   0.79 eV Å⁻¹
Highest occupied orbital energy   -8.88 eV
Net charge   0

Geometry as XYZ:
```
17
Properties=species:S:1:pos:R:3:lowdin_charge:R:1
H -0.64088 2.14679 -0.35553 -0.01
H -2.00359 -1.15856 -0.24829 0.05
H 0.97139 -1.87457 1.73051 0.09
H 0.67073 -1.14640 -1.73265 0.06
C 0.79859 -1.60901 -0.75958 -0.02
H -1.20669 -0.74123 1.37150 0.05
C -1.81221 -0.42219 0.52649 -0.08
C -2.26151 0.82131 0.42452 -0.12
H 0.31245 -2.56320 -0.57023 0.06
O 1.69311 -1.29135 1.46296 0.00
H -2.76739 1.16575 -0.47502 0.06
H 2.58591 2.19527 -1.12565 0.03
H -2.09427 1.55620 1.20968 0.06
H 2.13026 -0.11254 -0.11197 0.07
C 0.37899 2.06385 -0.64897 0.02
C 1.54821 2.06686 -0.92267 0.00
C 1.54603 -0.98493 0.14660 -0.31
```

No. 5
2 unconnected molecules or ions with the total composition C7H15NO2 in a non-equilibrium geometry. Source: the Open Molecules 2025 dataset; level of theory: wB97M-V/def2-TZVPD.

Output
ΔE to the lowest compared entry with this formula, charge and spin   22.7 kcal/mol
Largest force on an atom   2.68 eV Å⁻¹
Highest occupied orbital energy   -10.14 eV
Net charge   0

Geometry as XYZ:
```
25
Properties=species:S:1:pos:R:3:lowdin_charge:R:1
H 2.08551 0.32788 -1.66966 0.10
O 0.70687 -2.36514 -1.48806 0.11
H -1.66622 -0.13064 -2.82071 0.11
H -1.46891 -1.87532 4.73296 0.01
C 0.26838 1.00562 -0.65392 -0.51
O 0.50261 -1.90010 0.65955 0.10
H -1.27860 2.10654 -1.77839 0.11
H 2.20555 0.35765 0.10696 0.09
C -0.48040 -0.35590 -0.92105 -0.18
H 0.31032 2.75908 0.60943 0.09
C -0.11821 1.74535 0.61659 -0.05
C -0.68080 0.07121 -2.38245 -0.11
H 0.25984 1.22466 1.50853 0.08
H -0.56099 -1.89356 3.36879 -0.01
H 2.23772 1.88011 -0.81360 0.09
H 0.29086 2.10605 -2.63380 0.11
H -0.61499 -3.21758 4.33577 0.01
C 0.26753 -1.62992 -0.62231 -0.51
H 0.04568 -1.27789 1.32611 0.14
C -0.36673 1.52466 -1.97266 -0.11
H 0.09430 -0.35694 -3.03057 0.12
N -1.18385 -2.46442 3.95330 0.01
C 1.78530 0.87876 -0.76704 -0.03
H -1.21000 1.83991 0.70527 0.08
H -1.43078 -0.36009 -0.36902 0.16
```

No. 6
2 unconnected molecules or ions with the total composition C4H10N2O in a non-equilibrium geometry. Source: the Open Molecules 2025 dataset; level of theory: wB97M-V/def2-TZVPD.

Output
ΔE to the lowest compared entry with this formula, charge and spin   272.5 kcal/mol
Largest force on an atom   4.62 eV Å⁻¹
Highest occupied orbital energy   -8.29 eV
Net charge   0

Geometry as XYZ:
```
17
Properties=species:S:1:pos:R:3:lowdin_charge:R:1
C 1.08160 -0.23980 0.35250 -0.42
H -0.92416 0.68372 1.16689 0.07
C 0.30921 0.77758 -0.48016 -0.24
H 2.06132 -0.37197 -0.12137 0.15
H -1.78339 0.28951 -0.25077 0.07
H -1.33932 2.05000 0.07919 0.09
H 2.02163 0.07267 2.10481 0.06
H -0.38650 -1.77421 -0.48359 0.14
H 0.30117 -1.57012 1.86905 0.19
H -1.97757 0.21304 -3.15382 -0.04
C -1.03411 1.00517 0.12822 -0.12
C 0.31950 -1.63918 0.36577 -0.17
N 1.21719 0.43111 1.60160 0.18
H 0.09109 0.46501 -1.51915 0.10
N 0.75020 -2.51408 1.21468 0.09
H 0.89549 1.70367 -0.59313 0.12
O -1.60334 0.41790 -2.28071 -0.27
```

No. 7
2 unconnected molecules or ions with the total composition CH6N in a non-equilibrium geometry. Source: the Open Molecules 2025 dataset; level of theory: wB97M-V/def2-TZVPD.

Output
ΔE to the lowest compared entry with this formula, charge and spin   103.6 kcal/mol
Largest force on an atom   3.95 eV Å⁻¹
Highest occupied orbital energy (alpha / beta)   -16.22 / -14.58 eV
Net charge   +1

Geometry as XYZ:
```
8
Properties=species:S:1:pos:R:3:lowdin_charge:R:1
C 1.67884 -0.08212 -0.10219 0.53
H -1.33224 -0.01167 -0.88035 0.11
H 2.08094 0.03097 0.83706 0.05
H 0.80437 0.46197 -0.23727 -0.01
N -1.56676 0.01928 0.18196 0.14
H 2.11419 -0.63532 -0.90075 0.08
H -2.11030 -0.72941 0.57446 0.06
H -1.66905 0.94631 0.52709 0.04
```

No. 8
A molecular structure, C16H49FeO9 in a non-equilibrium geometry. Source: the Open Molecules 2025 dataset; level of theory: wB97M-V/def2-TZVPD.

Output
ΔE to the lowest compared entry with this formula, charge and spin   150.1 kcal/mol
Largest force on an atom   3.77 eV Å⁻¹
Highest occupied orbital energy (alpha / beta)   -11.71 / -11.71 eV
Multiplicity   5
Expectation value of S²   6.009
Net charge   +1

Geometry as XYZ:
```
75
Properties=species:S:1:pos:R:3:lowdin_charge:R:1
C 3.58246 0.13440 2.71248 -0.08
C 3.22214 3.35310 -0.72325 -0.09
H -1.75320 -6.18513 -1.04391 0.08
H 3.19769 2.27209 -0.56321 0.06
H -0.32223 1.76091 -0.53643 0.09
O -0.76554 -0.81786 3.04251 -0.07
H 2.51996 -0.87048 -0.44442 0.03
C -0.06218 1.11732 0.32016 -0.37
H -0.21700 -4.35561 1.07072 0.07
H 2.83254 5.59288 -0.77868 0.07
O 0.05396 -4.80898 0.26755 -0.09
H 0.06021 -1.00188 0.59423 0.07
O 1.75285 -0.76505 4.01229 -0.11
H 4.15748 3.47654 -1.27081 0.08
H 2.37005 3.62317 -1.35237 0.07
H -3.09301 3.92741 0.11347 0.12
C -3.65038 -2.09603 2.29163 -0.35
C 3.18031 -0.54635 3.99013 -0.26
H -1.86218 -0.70380 -5.52518 0.08
O 4.19544 -3.58252 -1.45510 -0.07
C -2.05941 0.64061 -3.82545 -0.33
H 0.18807 -0.94080 3.20211 0.01
H 4.64503 0.34124 2.58382 0.08
H 3.37064 -0.44908 1.81092 0.05
C 3.03546 4.18080 0.53923 -0.30
H 3.40437 -4.11432 -1.31820 0.08
H -1.28089 -0.56575 -0.44231 0.08
C -0.25547 -0.29891 -0.17882 -0.09
H 2.08074 -2.14943 -1.56977 0.07
H 3.87296 4.15247 1.23498 0.11
H -3.11528 -1.35370 1.68266 0.09
H -2.29187 -1.56619 -4.10974 0.07
C -0.89661 -4.30383 -0.68914 -0.31
H -5.23373 -2.49612 0.96811 0.07
H 3.50842 -0.01457 4.88241 0.12
H 1.60863 -1.46614 4.65581 0.10
H 4.01269 -2.62427 0.38543 0.11
H -3.11920 5.12563 -2.10622 0.09
H 3.53089 -1.58135 3.95469 0.12
H -2.87611 -4.92239 -1.47725 0.07
H -3.12227 0.84714 -3.72577 0.11
O -3.45204 -1.67101 3.62583 -0.10
H -1.86074 3.25607 -1.63298 0.12
H -1.69076 5.67653 -2.60902 0.09
O 2.67255 5.51769 0.16621 -0.09
H -3.25242 -3.10874 2.16917 0.11
C -2.15489 5.39934 -1.65904 -0.06
H 3.11818 -0.85742 -2.02990 0.07
H -2.56817 -5.37610 0.24272 0.07
H -2.23461 6.28296 -1.03373 0.09
H -0.81309 -0.30621 2.22422 -0.02
Fe -1.45682 3.21413 2.13077 1.21
H 4.98742 -1.83700 -0.86210 0.11
C -1.59256 4.12669 -1.03444 -0.25
H -1.65767 0.57222 -2.80166 0.08
C -5.12447 -2.02969 1.94965 -0.08
C -1.68565 -0.72320 -4.45083 -0.07
C 2.91834 -1.54845 -1.20702 -0.09
H -5.48146 -1.00169 1.92516 0.07
O -1.35112 1.67197 -4.45923 -0.08
H -0.41612 -4.24155 -1.66600 0.11
C 4.07488 -2.40830 -0.68413 -0.31
O -2.14768 4.00900 0.30215 -0.14
H -5.70988 -2.61587 2.65740 0.08
H 2.11809 3.83250 1.02472 0.09
O -0.75152 1.51046 1.47184 -0.32
H 0.35851 -0.42514 -1.06879 0.07
H -0.50574 4.18218 -1.08197 0.12
H -1.09121 -3.28213 -0.34656 0.09
C -2.12663 -5.20407 -0.73859 -0.08
H 1.02176 1.28875 0.36702 0.10
H -0.40905 1.66194 -4.28230 0.08
H -0.66672 -0.92224 -4.12179 0.07
H 3.02438 1.06160 2.55000 0.07
H -2.49955 -1.67041 3.78390 0.04
```